ORCA calculation (the ωB97M-V functional and the def2-TZVPD basis) on a molecular structure, C50H49Br2CrN6O5PSTe2.

The geometry in XYZ format:
```
117
Properties=species:S:1:pos:R:3
C 2.7147 2.4226 1.3609
H -2.4085 9.2557 0.3594
H -1.8595 2.5141 2.2275
H 1.9174 -4.0123 -3.4740
H 0.8650 3.4509 -0.9415
C -2.7550 -1.9300 1.3872
C -0.7447 0.3832 -0.3734
C 2.9845 -1.1371 4.9268
C 0.2685 3.7671 -0.0949
H 3.4868 -0.2646 5.3238
C -2.0388 3.9872 -4.8512
H -4.9930 -4.4687 1.4484
H -3.1305 0.0038 0.5536
Te 2.4316 -0.8105 2.8577
C 4.5161 -0.6194 2.2776
C -1.7295 -0.2939 -3.1461
H -1.8921 -2.0801 6.9898
H 0.6196 -4.7835 -2.5431
H -1.6204 -0.8815 4.8547
H 1.1551 -6.3670 -0.8662
N 2.5256 -5.5303 -2.1860
C -1.3765 -1.9338 4.9201
H -2.2160 -4.1917 -2.2995
C 2.2089 0.7068 -0.4581
C -0.6018 -3.9440 3.8861
H -1.6199 9.5579 1.9154
H -0.0617 0.6673 -3.4054
H -6.3501 -2.7859 0.2434
N -2.5934 2.7395 -4.9610
Br 6.7936 3.4032 -0.5174
H -1.7156 4.8240 3.0382
C 0.3550 5.0623 0.3616
Br -6.3298 -1.0147 -3.2349
C -1.2300 -3.9555 6.1996
C 2.2215 -6.1275 -0.8963
C -1.6014 6.2885 -5.2092
H -2.7065 -3.9306 2.1535
S -0.4456 7.1848 1.8688
N 4.2802 -4.2427 -1.1231
C -2.1711 7.5281 1.5266
H -0.3157 7.2463 -3.7918
C -0.4062 5.4566 1.4523
Te -0.7294 -1.4635 1.9355
C -3.6397 -1.6958 -2.6535
H -3.3854 9.2543 1.8263
C -2.2755 -1.4782 -2.6141
H 0.0814 5.2035 -2.4517
C -3.9561 0.4925 -3.6236
H 1.0032 5.7732 -0.1295
H -0.8604 2.4854 -2.2895
O -1.3607 -2.3213 -2.0128
C -5.3525 -2.5441 0.5752
O 1.8433 -0.2911 0.2420
C -1.2613 3.2390 1.6917
N 2.5569 -5.2723 0.2307
C 3.9266 -5.1463 -2.2050
Cr 0.3468 -1.1726 -0.9029
C 4.6541 3.6201 1.3765
C -0.9245 -2.5988 3.7900
H 5.0785 -1.5191 2.5085
C -1.5323 -2.6070 6.1191
C -1.1739 4.5366 2.1505
H -0.2273 -4.4748 3.0201
C -4.8231 -1.2871 0.3271
C 4.2823 2.0626 -0.4028
C -4.4617 -0.7079 -3.1817
C 3.9533 -4.8794 0.1406
H -0.5282 -5.6756 5.1390
H 4.5286 -6.0561 -2.1046
H 4.5726 1.5633 -1.3148
C -3.5375 -0.9812 0.7396
H 4.1856 -4.1929 0.9590
H -2.7115 -3.3398 -0.8044
C -2.1208 2.0484 -3.9614
H -5.4204 -0.5387 -0.1729
H 2.7984 -7.0534 -0.8077
H -4.0804 -2.5990 -2.2680
H -1.3525 -4.4823 7.1335
H 0.6676 -4.4572 0.4756
C -2.4099 9.0000 1.4191
H 4.5414 -0.4422 1.2094
C 3.0688 1.7442 0.1933
C -3.2980 -3.1858 1.6379
O -0.3710 -0.2277 -3.1938
H 3.9698 -2.2971 -0.4452
H 2.0856 -1.3118 5.5035
P 1.7651 -3.0296 -1.2276
C -2.2341 5.1338 -5.6160
C 5.0907 3.0005 0.2140
N -1.2272 2.7569 -3.1910
C -0.6958 1.5356 0.0295
C -0.7641 -4.6232 5.0819
C 3.6434 -2.9506 -1.2640
H -2.8706 5.1168 -6.4853
C 1.6957 -4.1152 0.2991
H 1.9928 -3.4932 1.1578
H -1.0754 -3.9967 -0.9304
C -0.7791 6.3152 -4.0805
H -4.5991 1.2769 -3.9857
H -1.7440 7.1995 -5.7718
H 3.9629 -2.5131 -2.2184
C -0.5517 5.1853 -3.3229
N 3.4844 3.3405 1.9162
C -0.5858 2.8517 0.5325
O 1.9067 0.8088 -1.6515
C -1.8848 -3.5315 -1.4915
C -1.1928 4.0242 -3.7171
H 4.9786 0.2235 2.7803
C 1.6517 -4.4178 -2.4892
H 5.2601 4.3660 1.8734
H 4.1599 -4.6726 -3.1611
H 1.7733 2.2363 1.8595
O -2.9791 6.6584 1.3731
H 3.6346 -1.9956 5.0378
H 4.5686 -5.7782 0.2436
C -2.5803 0.7143 -3.5954
C -4.5868 -3.4899 1.2374
```

- energy above the lowest of the compared OMol25 structures with the same formula, charge and spin (kcal/mol) = 21.5
- spin multiplicity = 5